Computed, not measured: a cluster of 10 separate species, ClH18O9 in total, with ωB97M-V/def2-TZVPD.

The calculation puts the highest occupied orbital energy at -0.2652 hartree. For the max |F|, the calculation gives 0.37 eV Å⁻¹. The value obtained for the energy is -1148.2858 a.u. The charge is -1. Its relative energy (zero: lowest compared OMol25 entry of this formula, charge and spin) is 29.4 kJ/mol.

Atoms and positions in Å:
Cl 0.19260 0.16020 -0.01720
O -1.65070 2.78663 1.17971
H -1.45733 1.89266 0.86216
H -1.14988 3.35056 0.57984
O 0.53384 2.35115 -2.35719
H 0.33383 2.05892 -3.25124
H 0.51343 1.53753 -1.81967
O 2.67859 -1.09727 -1.80525
H 2.38420 -1.63681 -2.54685
H 1.95392 -0.46690 -1.66207
O -1.19622 -0.98156 2.71432
H -1.95168 -0.58088 3.15640
H -1.04702 -0.42723 1.92831
O -2.90512 0.71291 -1.62134
H -3.14430 -0.20332 -1.79331
H -2.11782 0.64945 -1.05776
O -2.07210 -2.68861 0.16102
H -2.99287 -2.41095 0.15625
H -1.57211 -1.85680 0.23246
O 2.14081 2.90153 0.53781
H 2.23955 2.33286 1.30883
H 1.49135 2.43742 -0.00877
O 0.70110 -3.26084 -0.82614
H -0.13955 -2.92129 -0.49492
H 1.34072 -2.58436 -0.55920
O 2.69649 -0.68835 2.35530
H 2.13249 -0.31346 1.66492
H 2.06380 -1.05320 2.98358

***

Computed, not measured: a structure of composition C6H13LiNO4S at a distorted geometry, with ωB97M-V/def2-TZVPD.

The calculation puts the highest occupied orbital energy at -0.4967 hartree. For the max |F|, the calculation gives 1.08 eV Å⁻¹. The value obtained for the energy is -997.5554 a.u. The charge is +1.

Atoms and positions in Å:
C 2.93249 1.04648 0.36468
C 2.11994 -0.20097 0.74704
C 1.84575 -1.02027 -0.49224
O 1.19276 -2.28971 -0.26146
S -0.22337 -2.52185 0.39320
O -0.17601 -2.35576 1.82022
O -0.88636 -1.08775 -0.21264
C -2.11476 -0.69403 0.40804
C -2.08040 0.77644 0.77705
C -1.64851 1.75144 -0.30068
N -1.46407 1.23739 -1.66819
O -1.45107 2.89953 -0.09933
H 2.90777 1.23638 -0.71029
H 2.55714 1.93592 0.86406
H 3.97920 0.93913 0.64016
H 2.67886 -0.81704 1.45002
H 1.19867 0.08041 1.25766
H 1.29223 -0.45760 -1.24346
H 2.79161 -1.30155 -0.95180
H -2.95109 -0.92198 -0.27318
H -2.29244 -1.27314 1.31361
H -1.38922 0.92347 1.60786
H -3.06536 1.08744 1.13057
H -0.74179 0.52386 -1.69750
H -2.34488 0.94908 -2.06136
Li -2.66704 -0.44532 -2.80205

***

Computed, not measured: a structure of composition C19H22N2O6S2 at a distorted geometry, with ωB97M-V/def2-TZVPD.

The calculation puts the highest occupied orbital energy at -0.3096 hartree. For the max |F|, the calculation gives 14.46 eV Å⁻¹. The value obtained for the energy is -2093.9572 a.u. The charge is 0. Its relative energy (zero: lowest compared OMol25 entry of this formula, charge and spin) is 1625.1 kJ/mol.

Atoms and positions in Å:
C 3.31910 2.44033 -2.00385
C 2.13207 2.27593 -1.34868
C 1.67802 1.16685 -0.86796
C 0.38192 0.95827 -0.17539
C -0.43728 1.93981 -0.09903
C -0.07705 3.25451 -0.39544
C 1.08623 3.28042 -0.96128
H 1.48746 4.38107 -1.63515
H -0.67869 4.24849 -0.40040
N -1.62407 1.89811 0.72949
C -2.74844 3.01547 0.90260
O -2.79342 4.07663 0.45696
C -3.89039 1.97140 1.43477
H -3.59764 1.82344 2.55512
H -4.70421 2.88790 1.54603
O -4.55751 1.10122 0.86371
C -3.91857 -0.26187 0.83668
O -3.00738 -0.42884 1.52893
C -4.57535 -0.92333 -0.10947
C -4.37434 -2.29063 -0.22749
C -5.34569 -2.92885 -1.29285
C -6.43385 -1.98507 -1.37676
S -6.15741 -0.42037 -0.76364
H -7.22254 -2.23509 -1.98782
H -5.23067 -3.76634 -1.79912
C -3.04167 -3.01108 0.13419
H -2.24211 -2.87781 -0.41642
H -2.91093 -2.64187 1.15973
H -3.30330 -4.14418 0.12426
H -1.78140 0.95860 1.16169
H 0.02584 0.13341 0.16065
S 2.29365 -0.55155 -1.07988
O 3.48277 -0.47711 -1.82939
O 1.29353 -1.64576 -1.20821
N 2.76733 -0.74895 0.65820
C 4.02737 0.28131 1.03281
H 3.97229 1.02783 0.27775
C 5.26163 -0.67194 0.90935
O 5.24025 -1.93032 1.24951
C 4.03179 -2.60014 0.89197
C 2.91694 -2.11298 1.33637
H 1.84460 -2.49370 0.99367
H 2.64297 -2.02077 2.29511
H 4.18226 -3.84343 1.30857
H 4.07740 -2.79133 -0.36787
H 6.30088 -0.24542 1.02173
H 5.41874 -0.88933 -0.40681
H 4.08619 0.13282 2.10991
H 3.12961 3.09158 -3.11132
H 3.56591 1.54057 -2.28231
H 4.00713 3.05210 -1.53324

***

Computed, not measured: a structure of composition C13H10Cl5N5O2V at a distorted geometry, with ωB97M-V/def2-TZVPD.

Its spin multiplicity is 3. The calculation puts the highest occupied orbital energy (alpha / beta) at -0.4156 / -0.4267 hartree. For the max |F|, the calculation gives 4.23 eV Å⁻¹. The value obtained for the energy is -4170.1562 a.u. The expectation value of S² is 2.037. The charge is +1.

Atoms and positions in Å:
V -0.27273 0.24894 -0.50551
N 1.63471 0.38130 -1.50365
N 2.21557 1.64151 -1.25197
C 1.37945 2.64828 -1.06747
N 1.87220 3.86780 -1.03557
N 0.12878 2.32274 -0.77269
N -0.89384 3.29932 -1.08890
O -0.69897 4.46222 -1.42605
O -2.09544 2.86482 -0.98229
H 2.18573 -0.29030 -0.96634
H 1.65251 0.15487 -2.50764
H 3.07870 1.70678 -1.84309
H 2.77514 3.94919 -1.44060
H 1.29254 4.62673 -1.46524
Cl -2.04721 -0.15480 -1.90509
C -1.46271 -1.78341 -1.46905
C -0.15759 -1.82414 -0.96861
C 0.47230 -3.09237 -0.96459
Cl 2.15166 -3.38955 -0.55853
C -0.33232 -4.19993 -1.29513
Cl 0.29974 -5.76393 -1.72483
C -1.75993 -4.17521 -1.43842
Cl -2.79507 -5.45904 -1.62945
C -2.36037 -2.85368 -1.55110
Cl -4.08580 -2.66516 -1.89426
C -0.03477 0.67475 4.16152
C -1.05616 1.23328 3.41180
C -1.26432 0.85703 2.04897
C -0.28710 0.07408 1.40984
C 0.64812 -0.61473 2.19511
C 0.83858 -0.25117 3.52022
H 0.07001 0.82743 5.21374
H -1.75862 1.91256 3.87888
H -2.20199 1.02460 1.55179
H 1.22120 -1.47008 1.78035
H 1.64798 -0.79071 4.08385

***

Computed, not measured: a structure of composition C13H34FNO5Pd at a distorted geometry, with ωB97M-V/def2-TZVPD.

Its spin multiplicity is 3. The calculation puts the highest occupied orbital energy (alpha / beta) at -0.3376 / -0.3317 hartree. For the max |F|, the calculation gives 5.55 eV Å⁻¹. The value obtained for the energy is -1174.0773 a.u. The expectation value of S² is 2.015. The charge is 0. Its relative energy (zero: lowest compared OMol25 entry of this formula, charge and spin) is 485.5 kJ/mol.

Atoms and positions in Å:
Pd 2.01511 -3.00815 -0.87287
C 4.46611 2.08095 2.25936
C 2.96814 2.44231 2.12457
C 2.88646 3.93653 2.46910
C 1.67625 4.73168 2.02043
C 1.43372 4.40842 0.52039
C 1.35631 2.86773 0.14757
N 2.51228 2.16705 0.71427
O 2.65019 0.82536 0.20410
C 1.41999 2.83262 -1.46322
C -0.01514 2.35664 0.63673
C 2.14159 1.58959 3.18800
H 5.13037 2.52615 1.51864
H 4.64407 1.00599 2.22974
H 4.76238 2.44122 3.24452
H 3.78646 4.42755 2.09894
H 3.00460 3.97117 3.55213
H 1.90829 5.79215 2.11868
H 0.82420 4.45025 2.63921
H 2.21247 4.88093 -0.07824
H 0.52308 4.94613 0.25635
H 1.10807 1.89717 -1.92770
H 2.40076 3.07994 -1.86944
H 0.84129 3.64044 -1.91113
H -0.15587 1.27962 0.54550
H -0.84855 2.90709 0.20020
H -0.12684 2.38857 1.72053
H 1.08312 1.84109 3.25478
H 2.54690 1.62285 4.19930
H 2.19040 0.52230 2.97210
F -0.86006 -2.79692 -1.89626
C -4.89116 -1.32749 0.33520
O -4.49594 -2.51955 -0.29751
H -5.02844 -0.63518 -0.49544
H -5.89294 -1.42655 0.75316
H -4.24401 -1.03851 1.16332
H -3.59782 -2.36734 -0.60052
C -2.74856 -1.60983 -6.08619
O -2.46652 -0.82476 -4.90381
H -3.66542 -2.18444 -5.95480
H -2.93213 -0.97677 -6.95431
H -1.97971 -2.34934 -6.31005
H -2.00711 -1.37145 -4.26220
C -2.90015 -6.87155 -2.87404
O -2.58574 -5.89499 -3.87769
H -3.02538 -6.31564 -1.94486
H -3.85011 -7.29230 -3.20366
H -2.06062 -7.54768 -2.71237
H -2.22656 -5.14276 -3.40153
C -0.31500 -3.29738 2.72293
O 1.00165 -3.57607 2.32886
H -0.76617 -2.40514 2.28883
H -1.02268 -4.12540 2.68194
H -0.25840 -2.93610 3.74976
H 1.47276 -4.01827 3.03886

***

Computed, not measured: the molecule C5H11NO, with ωB97M-V/def2-TZVPD.

As for the SMILES: CNC(=O)C(C)C. The calculation puts the highest occupied orbital energy at -0.3535 hartree. For the max |F|, the calculation gives 0.53 eV Å⁻¹. The value obtained for the energy is -327.1243 a.u. The charge is 0. Its relative energy (zero: lowest compared OMol25 entry of this formula, charge and spin) is 18.4 kJ/mol.

Atoms and positions in Å:
C 2.81744 0.52897 -0.17208
N 1.50306 0.08974 -0.58174
C 0.47984 -0.01346 0.32064
O 0.65429 0.07885 1.52792
C -0.91912 -0.11458 -0.27673
C -1.52491 -1.50126 -0.07334
C -1.76888 0.94034 0.43323
H 3.16557 1.31802 -0.84544
H 3.57651 -0.26308 -0.11395
H 2.68790 0.95212 0.82042
H 1.37033 -0.18752 -1.54519
H -0.86593 0.11559 -1.34926
H -1.47039 -1.76013 0.98860
H -1.00371 -2.27527 -0.64746
H -2.57634 -1.49038 -0.38197
H -2.81084 0.86715 0.10890
H -1.70557 0.76447 1.51060
H -1.40984 1.95752 0.24053

***

Computed, not measured: a cluster of 3 separate species, C4H15NO3 in total at a distorted geometry, with ωB97M-V/def2-TZVPD.

As for the SMILES: NCCCCO.O.O. The calculation puts the highest occupied orbital energy at -0.3401 hartree. For the max |F|, the calculation gives 5.70 eV Å⁻¹. The value obtained for the energy is -441.7859 a.u. The charge is 0. Its relative energy (zero: lowest compared OMol25 entry of this formula, charge and spin) is 252.1 kJ/mol.

Atoms and positions in Å:
C 0.24396 0.47299 0.32332
O -0.29777 -0.50396 1.19013
C -0.85656 1.50290 0.09807
C -2.17233 0.83994 -0.43197
C -2.03089 0.39692 -1.97503
N -3.32229 0.40468 -2.72532
H 1.05969 0.91067 0.73801
H 0.31209 -0.21624 -0.62410
H -0.49356 0.01329 2.05526
H -1.23068 1.84782 1.15873
H -0.48753 2.30701 -0.47301
H -2.65697 -0.03698 0.21902
H -2.90503 1.59363 -0.30809
H -1.56322 -0.59552 -1.95584
H -1.27865 0.92822 -2.59030
H -3.85555 1.32802 -2.82245
H -3.98982 -0.01032 -2.14318
H 6.54535 0.52117 -0.00123
H 7.24926 -0.46145 0.97345
O 7.49825 0.28562 0.30732
H 2.19612 -4.10606 3.01425
H 0.69618 -3.66605 2.64098
O 1.33995 -3.75631 3.33198